No. 1
The following is a DFT calculation (ωB97M-V/def2-TZVPD) of the molecule C6H11NO at a distorted geometry.

The calculation puts the energy relative to the best compared isomer or geometry (same formula, charge and spin) at 50.57 kcal/mol. The LUMO energy is 0.96 eV. The structure (SMILES) is C=C(C)C[C@H](N)C=O. Its spin multiplicity is 1. The value obtained for the gap between HOMO and LUMO is 9.9 eV. The value obtained for the highest occupied orbital energy is -8.9 eV. The charge is 0.

Geometry as XYZ:
```
19
Properties=species:S:1:pos:R:3:mulliken_charge:R:1
O -0.560 -3.069 0.573 -0.4682
C -1.240 -2.231 0.055 -0.1661
C -0.565 -0.922 -0.460 0.4187
C -0.253 -0.097 0.812 -1.1239
C 0.966 0.767 0.534 0.8126
C 2.173 0.285 0.805 -1.1342
C 0.684 2.042 -0.195 -1.1406
N -1.647 -0.336 -1.261 -0.5725
H -2.387 -2.149 0.096 0.3040
H 0.275 -1.119 -1.077 0.4390
H 0.095 -0.762 1.603 0.3622
H -1.079 0.517 1.166 0.4688
H 3.101 0.786 0.622 0.3157
H 2.452 -0.657 1.262 0.2795
H 0.081 1.815 -1.170 0.2041
H 1.600 2.567 -0.456 0.3756
H -0.013 2.708 0.354 0.2870
H -1.903 0.623 -1.101 0.1611
H -1.780 -0.768 -2.163 0.1770
```


No. 2
The following is a DFT calculation (ωB97M-V/def2-TZVPD) of the molecule C5H5NO at a distorted geometry.

The calculation puts the energy relative to the best compared isomer or geometry (same formula, charge and spin) at 64.00 kcal/mol. The LUMO energy is 0.51 eV. The structure (SMILES) is C#C[C@@H](O)CC#N. Its spin multiplicity is 1. The value obtained for the gap between HOMO and LUMO is 11.1 eV. The value obtained for the highest occupied orbital energy is -10.6 eV. The charge is 0.

Geometry as XYZ:
```
12
Properties=species:S:1:pos:R:3:mulliken_charge:R:1
O 0.591 0.898 -1.459 -0.5082
C 0.384 0.160 -0.271 0.5624
C -0.245 1.166 0.695 -0.4385
C -0.470 0.566 2.011 0.1949
N -0.612 0.059 3.032 -0.3839
C -0.179 -1.151 -0.559 -0.8491
C -0.164 -2.269 -1.014 -0.0706
H 0.607 0.291 -2.211 0.3690
H 1.287 -0.217 0.235 0.1313
H 0.497 1.969 0.791 0.2858
H -1.161 1.620 0.309 0.3052
H -0.535 -3.092 -1.559 0.4017
```


No. 3
The following is a DFT calculation (ωB97M-V/def2-TZVPD) of the molecule C3H5FN2O2 at a distorted geometry.

The calculation puts the energy relative to the best compared isomer or geometry (same formula, charge and spin) at 36.09 kcal/mol. The LUMO energy is 0.22 eV. The structure (SMILES) is NN(C=O)C(=O)CF. Its spin multiplicity is 1. The value obtained for the gap between HOMO and LUMO is 10.0 eV. The value obtained for the highest occupied orbital energy is -9.8 eV. The charge is 0.

Geometry as XYZ:
```
13
Properties=species:S:1:pos:R:3:mulliken_charge:R:1
C 0.035 -1.965 0.125 0.0251
C 1.022 0.257 0.027 0.5785
C 0.608 1.758 -0.092 -0.2368
H -1.776 0.495 -0.575 0.2495
H -1.991 -0.812 0.672 0.2693
H 1.058 -2.465 -0.003 0.3405
H 0.169 1.973 0.855 0.2840
H 1.547 2.286 -0.296 0.2807
N -1.429 0.008 0.326 -0.6661
N -0.110 -0.565 0.206 0.2434
O -0.937 -2.723 -0.158 -0.5379
O 2.150 -0.152 0.071 -0.5387
F -0.345 1.904 -1.159 -0.2917
```


No. 4
The following is a DFT calculation (ωB97M-V/def2-TZVPD) of C45H41ClGeN4O3ReS as an isolated structure.

The calculation puts the energy relative to the best compared isomer or geometry (same formula, charge and spin) at 25.30 kcal/mol. The LUMO energy (spin up / spin down) is 0.28 / 0.27 eV. Its spin multiplicity is 4. The value obtained for the gap between HOMO and LUMO (spin up / spin down) is 7.1 / 7.8 eV. The value obtained for the highest occupied orbital energy (spin up / spin down) is -6.8 / -7.5 eV. The expectation value of S² is 3.90. The charge is 0.

Geometry as XYZ:
```
97
Properties=species:S:1:pos:R:3:lowdin_spin:R:1
Re 0.150 0.634 0.965 2.7007
O 2.999 0.641 3.884 0.0175
C 1.869 0.919 3.543 0.0166
O 1.263 0.279 2.572 0.1093
C 1.065 1.927 4.325 0.0070
C 1.522 2.169 5.624 0.0006
C 0.853 3.014 6.485 0.0048
C -0.299 3.654 6.041 -0.0002
C -0.752 3.444 4.753 0.0063
C -0.086 2.581 3.872 0.0125
S -0.783 2.489 2.243 0.0796
H 2.428 1.662 5.928 -0.0001
H 1.223 3.177 7.489 0.0004
H -0.844 4.321 6.698 -0.0001
H -1.637 3.956 4.397 0.0006
C -1.152 3.722 -0.766 0.0048
C -1.654 2.336 -1.000 0.0219
O -1.026 1.311 -0.658 0.0884
N -2.813 2.200 -1.637 0.0133
C -3.481 0.926 -1.758 0.0016
C -4.088 0.462 -0.454 0.0006
C -5.163 -0.418 -0.449 0.0002
C -5.615 -0.897 0.769 0.0001
C -4.988 -0.471 1.932 0.0001
C -3.953 0.447 1.825 0.0016
N -3.508 0.903 0.656 0.0024
H -0.111 3.765 -1.074 0.0012
H -1.192 3.935 0.302 0.0008
H -1.733 4.461 -1.316 0.0002
H -3.336 3.040 -1.821 0.0004
H -2.748 0.194 -2.088 0.0004
H -4.245 1.004 -2.531 0.0001
H -5.625 -0.728 -1.378 0.0000
H -6.445 -1.592 0.810 0.0000
H -5.300 -0.829 2.904 0.0000
H -3.451 0.841 2.705 0.0012
Cl -0.274 -2.726 -4.575 0.0001
C -1.190 -2.713 -3.103 0.0000
C -2.183 -3.650 -2.886 -0.0001
C -2.885 -3.586 -1.693 0.0003
C -2.554 -2.597 -0.778 0.0009
N -1.590 -1.700 -0.987 0.0143
C -0.926 -1.756 -2.137 0.0002
H -2.397 -4.401 -3.635 0.0000
H -3.674 -4.293 -1.474 0.0001
H -3.089 -2.514 0.162 0.0001
H -0.158 -1.006 -2.297 -0.0009
C -2.955 -3.981 5.069 -0.0001
C -2.245 -3.039 4.136 -0.0006
C -1.808 -3.449 2.883 0.0016
C -1.141 -2.551 2.067 0.0067
N -0.915 -1.286 2.410 0.0693
C -1.304 -0.893 3.624 0.0059
C -1.960 -1.731 4.510 0.0020
H -3.433 -4.793 4.523 0.0000
H -3.712 -3.459 5.653 0.0000
H -2.247 -4.425 5.771 0.0000
H -1.976 -4.464 2.543 0.0003
H -0.753 -2.855 1.104 0.0012
H -1.077 0.133 3.890 0.0013
H -2.237 -1.360 5.489 0.0004
C 1.612 -0.100 -0.052 -0.1825
Ge 2.479 0.177 -1.759 -0.0126
C 2.676 -1.578 -2.584 -0.0034
C 3.148 -1.723 -3.891 0.0004
C 3.340 -2.981 -4.446 -0.0001
C 3.067 -4.118 -3.697 0.0001
C 2.602 -3.993 -2.396 -0.0003
C 2.408 -2.731 -1.845 -0.0047
C 4.251 0.943 -1.433 -0.0047
C 4.823 1.883 -2.291 -0.0002
C 6.075 2.427 -2.025 -0.0004
C 6.773 2.038 -0.892 0.0000
C 6.219 1.104 -0.028 -0.0001
C 4.969 0.563 -0.297 -0.0008
C 1.580 1.363 -3.018 0.0027
C 1.628 2.744 -2.809 0.0012
C 1.063 3.626 -3.722 0.0000
C 0.422 3.139 -4.854 0.0007
C 0.356 1.771 -5.072 0.0000
C 0.940 0.893 -4.165 0.0011
H 2.330 -0.633 0.583 0.0085
H 3.379 -0.844 -4.484 0.0000
H 3.708 -3.075 -5.461 0.0000
H 3.219 -5.100 -4.127 0.0000
H 2.397 -4.878 -1.806 -0.0001
H 2.033 -2.643 -0.830 -0.0037
H 4.292 2.200 -3.182 0.0000
H 6.500 3.159 -2.701 0.0000
H 7.746 2.464 -0.680 0.0000
H 6.753 0.803 0.865 0.0000
H 4.550 -0.150 0.404 0.0007
H 2.133 3.138 -1.933 0.0005
H 1.124 4.694 -3.551 0.0000
H -0.014 3.826 -5.569 0.0000
H -0.140 1.385 -5.954 0.0000
H 0.893 -0.175 -4.358 0.0001
```